# C56H42AsF8N5O2Ta

C56H42AsF8N5O2Ta as an isolated structure (wB97M-V/def2-TZVPD, OMol25).

Structure (XYZ):
```
115
Properties=species:S:1:pos:R:3:forces:R:3
Ta 0.029 -1.398 0.318 0.268 0.947 -1.061
O -0.267 -0.257 1.695 -0.291 0.398 0.010
C -0.604 0.045 3.076 -0.097 -0.004 0.388
C 0.157 -1.010 3.904 0.085 0.044 -0.217
C 1.627 -0.954 3.591 0.017 0.042 0.001
C 2.516 -0.363 4.474 -0.003 -0.014 0.022
C 3.846 -0.248 4.109 0.019 0.019 0.019
C 4.244 -0.730 2.876 0.007 -0.042 -0.009
C 3.304 -1.322 2.045 -0.034 -0.033 -0.026
C 3.688 -1.853 0.691 -0.191 0.113 -0.025
C 3.133 -0.973 -0.448 0.369 -0.252 -0.127
O 1.704 -1.092 -0.285 0.382 0.154 -0.078
C 3.485 -1.498 -1.840 -0.093 -0.067 -0.010
C 3.440 -0.630 -2.929 -0.049 -0.017 0.017
C 3.726 -1.084 -4.207 -0.027 0.001 0.010
C 4.060 -2.414 -4.415 0.023 0.005 -0.001
C 4.088 -3.289 -3.340 -0.020 0.002 0.003
C 3.802 -2.834 -2.061 0.047 0.024 -0.008
C 3.582 0.473 -0.302 -0.052 -0.058 0.038
C 2.693 1.533 -0.306 -0.012 0.010 -0.016
C 3.151 2.844 -0.232 -0.019 -0.001 0.002
C 4.509 3.100 -0.147 0.018 -0.001 0.002
C 5.408 2.040 -0.160 0.011 0.022 -0.015
C 4.950 0.737 -0.249 -0.004 -0.028 0.061
N 2.014 -1.434 2.400 -0.071 -0.063 -0.080
C -0.115 1.431 3.462 0.011 -0.011 -0.151
C 0.836 2.103 2.713 0.025 -0.025 0.034
C 1.328 3.330 3.143 -0.002 -0.002 -0.008
C 0.870 3.885 4.326 -0.003 -0.003 0.013
C -0.082 3.211 5.081 -0.010 0.001 0.015
C -0.575 1.990 4.651 -0.014 0.000 -0.007
C -2.119 -0.055 3.194 0.042 -0.009 -0.030
C -2.757 -1.076 3.883 -0.024 0.021 -0.003
C -4.148 -1.138 3.921 0.022 0.002 -0.002
C -4.906 -0.178 3.272 0.004 0.003 0.021
C -4.271 0.858 2.593 0.004 -0.007 0.004
C -2.890 0.919 2.560 -0.007 0.004 0.045
H -0.226 -2.000 3.661 -0.014 -0.017 0.071
H -0.012 -0.808 4.960 -0.025 -0.015 0.026
H 2.163 0.013 5.425 -0.012 0.005 -0.008
H 4.559 0.220 4.774 0.004 -0.015 0.004
H 5.274 -0.660 2.555 -0.004 0.018 -0.013
H 3.262 -2.850 0.570 0.098 -0.030 -0.028
H 4.769 -1.924 0.595 0.023 -0.031 0.040
H 3.191 0.414 -2.780 0.053 0.019 0.008
H 3.701 -0.391 -5.039 0.014 -0.006 -0.009
H 4.310 -2.765 -5.407 -0.047 -0.009 -0.009
H 4.329 -4.332 -3.495 0.035 0.008 0.002
H 3.829 -3.545 -1.247 0.014 0.002 -0.010
H 1.636 1.339 -0.409 -0.006 0.047 0.051
H 2.445 3.664 -0.256 -0.013 -0.007 0.013
H 4.870 4.118 -0.092 0.001 -0.002 0.000
H 6.472 2.233 -0.120 0.001 -0.006 0.005
H 5.665 -0.075 -0.303 0.008 0.009 0.003
H 1.218 1.656 1.808 0.075 -0.001 -0.103
H 2.078 3.843 2.556 0.007 -0.001 -0.026
H 1.252 4.838 4.665 -0.001 0.002 -0.005
H -0.445 3.640 6.005 0.000 0.001 0.000
H -1.327 1.477 5.241 0.000 0.002 0.002
H -2.188 -1.827 4.417 -0.004 0.003 0.014
H -4.635 -1.930 4.475 0.001 0.003 0.015
H -5.986 -0.215 3.323 -0.006 0.000 -0.021
H -4.858 1.630 2.110 -0.003 0.005 0.004
H -2.397 1.747 2.062 -0.013 0.012 0.016
F 1.150 -5.997 3.239 0.018 -0.011 0.010
C 0.219 -5.200 2.795 -0.008 0.089 -0.048
C 0.600 -4.115 1.980 0.028 -0.098 -0.067
C -0.350 -3.272 1.481 -0.358 0.166 -0.074
C -1.733 -3.555 1.771 0.092 -0.174 0.072
C -2.047 -4.611 2.698 0.032 0.070 -0.093
F -3.299 -4.769 3.092 0.002 -0.017 0.049
C -1.098 -5.440 3.203 0.019 -0.064 -0.004
C -2.745 -2.817 1.074 -0.002 0.020 -0.048
C -4.047 -3.293 0.892 -0.083 0.045 0.005
C -4.945 -2.557 0.131 -0.012 -0.016 -0.022
C -4.532 -1.355 -0.394 -0.021 -0.003 0.013
C -3.209 -0.944 -0.189 0.081 0.048 0.126
N -2.329 -1.648 0.496 -0.064 -0.469 -0.212
H 1.653 -3.980 1.779 0.015 -0.018 0.032
H -1.344 -6.244 3.883 0.018 0.000 0.005
H -4.347 -4.241 1.308 0.000 0.024 -0.006
H -5.946 -2.925 -0.043 0.001 -0.008 0.016
H -5.197 -0.734 -0.976 0.018 0.018 -0.008
H -2.860 -0.013 -0.613 -0.025 -0.009 -0.056
N -1.816 3.116 -5.399 0.016 0.018 -0.006
C -2.392 4.266 -5.890 -0.098 -0.044 -0.035
C -2.669 4.700 -7.187 0.017 -0.034 0.009
C -3.282 5.926 -7.302 -0.003 0.013 0.019
C -3.617 6.702 -6.171 0.009 -0.005 -0.036
C -3.353 6.264 -4.897 0.034 0.025 0.023
C -2.734 5.017 -4.757 0.019 -0.011 0.050
N -2.376 4.335 -3.614 -0.033 0.044 -0.031
C -1.839 3.220 -4.033 0.051 -0.041 0.019
C -1.310 2.219 -3.116 -0.017 0.059 -0.039
C -0.615 1.082 -3.525 0.043 0.011 0.028
C -0.153 0.187 -2.582 0.202 0.091 -0.010
N -0.345 0.367 -1.268 -0.791 -0.410 0.740
C -0.985 1.486 -0.867 0.115 0.080 0.031
C -1.477 2.420 -1.741 0.093 0.018 -0.005
H -1.472 2.349 -5.950 -0.005 0.002 0.002
H -2.429 4.105 -8.058 0.035 0.016 0.000
H -3.513 6.308 -8.287 -0.012 0.010 0.006
H -4.093 7.662 -6.320 0.000 0.001 -0.002
H -3.601 6.856 -4.026 -0.027 -0.013 -0.001
H -0.413 0.879 -4.567 0.018 -0.014 0.006
H 0.420 -0.678 -2.884 -0.089 -0.108 0.001
H -1.070 1.627 0.205 -0.047 -0.034 -0.029
H -1.976 3.313 -1.392 0.000 -0.006 0.009
F 0.986 -3.361 -1.262 -0.108 -0.289 0.234
As -0.405 -3.847 -2.238 0.137 -0.111 0.033
F -0.982 -2.163 -1.585 0.243 -0.117 0.572
F 0.274 -5.327 -2.670 -0.020 -0.006 -0.036
F -1.913 -4.019 -2.994 -0.020 0.079 -0.070
F -1.091 -4.484 -0.776 -0.059 -0.065 -0.066
F 0.241 -2.993 -3.564 0.024 0.078 0.026
```
Positions in Å, forces in eV/Å.

Its multiplicity is 2. As for the expectation value of S²: 0.78. As for the charge: +2. The calculation puts the molecular weight at 1224.84 g mol⁻¹. For the HOMO-LUMO gap (alpha / beta), the calculation gives 0.214 / 0.108 Eh. As for the HOMO energy (alpha / beta): -0.4517 / -0.4517 hartree. For the energy above the lowest of the compared OMol25 structures with the same formula, charge and spin, the calculation gives 78.1 kJ/mol.